Record 1
The following is a DFT calculation (ωB97M-V/def2-TZVPD) of 6 unconnected molecules or ions with the total composition CH15NO5.

ORCA input file:
```
! wB97M-V def2-TZVPD RIJCOSX def2/J DEFGRID3
* xyz 0 1
C -1.03528 -0.85552 -0.80876
N 0.38568 -1.18154 -0.59215
H -1.19406 0.19575 -1.04368
H -1.53820 -0.98308 0.11557
H -1.60226 -1.47267 -1.49747
H 0.90686 -0.67601 -1.30130
H 0.63673 -0.69462 0.25569
H -0.95259 4.06405 -1.97666
H -1.97620 3.01767 -1.73079
O -1.12982 3.32286 -1.38319
H 1.73540 1.58096 -0.06798
H 0.87624 2.59961 -0.81968
O 1.44359 1.83242 -0.95889
H -0.86490 -0.89478 3.37598
H -1.13204 0.48342 2.71259
O -0.52506 0.00213 3.28668
H 0.13681 -3.15028 -1.11205
H 0.68932 -4.49780 -1.56953
O 0.06340 -4.10887 -0.95011
H 0.95710 0.30325 2.22666
H 2.44977 0.46536 2.18727
O 1.66951 0.64769 1.65180
*
```

Output
relative energy (zero: lowest compared OMol25 entry of this formula, charge and spin): 0.876 eV
gap between HOMO and LUMO: 9.7 eV
calculated total energy: -478.03501 hartree
HOMO level: -9.3934 eV
max |F|: 0.025 Eh/bohr

***

Record 2
The following is a DFT calculation (ωB97M-V/def2-TZVPD) of 6 unconnected molecules or ions with the total composition CH15NO6.

ORCA input file:
```
! wB97M-V def2-TZVPD RIJCOSX def2/J DEFGRID3
* xyz 0 1
N -0.99264 -0.78876 2.86975
C -1.52252 0.04418 1.85963
O -0.96565 -0.19104 0.57911
H -1.19301 -1.76833 2.94331
H -0.31272 -0.47831 3.53638
H -2.58226 -0.09664 1.71321
H -1.43377 1.07492 2.20040
H -0.04552 0.12041 0.53516
H 2.84059 -0.23903 -1.24561
H 2.33245 1.17471 -0.96678
O 2.20456 0.41589 -1.54437
H 0.48938 -1.11761 -3.56643
H 0.55615 -0.22061 -2.37104
O 0.22100 -1.09667 -2.64278
H 0.57173 -1.90310 0.14714
H 1.18071 -2.00488 -1.19183
O 1.36805 -2.23182 -0.26212
H -2.54682 1.78099 -1.79219
H -1.64289 0.66434 -1.93607
O -1.77670 1.54127 -2.32812
H 0.30739 1.88710 1.10238
H 1.76577 1.86273 1.53194
O 1.17671 1.57025 0.82894
*
```

Output
relative energy (zero: lowest compared OMol25 entry of this formula, charge and spin): 1.254 eV
gap between HOMO and LUMO: 9.7 eV
calculated total energy: -553.27468 hartree
HOMO level: -9.5867 eV
max |F|: 0.021 Eh/bohr

***

Record 3
The following is a DFT calculation (ωB97M-V/def2-TZVPD) of a molecular structure, CH16FeO11.

ORCA input file:
```
! wB97M-V def2-TZVPD RIJCOSX def2/J DEFGRID3
* xyz 0 5
Fe -29.79216 -29.25722 27.77283
C -30.79884 -31.39497 26.81672
O -30.05913 -30.65619 26.13348
O -31.13632 -30.86354 27.87635
O -31.21492 -32.55703 26.52857
O -33.28362 -34.47016 26.82756
H -34.07199 -33.93496 26.71642
H -32.55683 -33.88517 26.58393
O -30.68376 -34.15104 28.78303
H -30.24737 -34.86727 28.31538
H -30.85525 -33.48575 28.10337
O -27.72202 -31.93411 25.11625
H -28.66897 -31.81466 25.24759
H -27.42192 -32.36575 25.92021
O -32.28927 -29.55230 30.43890
H -32.20897 -30.43283 30.06177
H -31.43184 -29.14816 30.29920
O -29.64369 -29.70524 23.00959
H -29.13111 -28.91147 23.17750
H -29.68343 -30.14843 23.85974
O -28.87967 -34.21494 26.54626
H -29.59350 -33.57749 26.68336
H -29.02148 -34.54823 25.65596
O -33.42447 -31.85531 29.41568
H -32.80714 -32.19590 30.06950
H -32.86883 -31.43517 28.75358
O -32.11753 -33.38850 24.05764
H -32.45029 -32.57119 23.68030
H -31.75744 -33.13301 24.91847
*
```

Output
relative energy (zero: lowest compared OMol25 entry of this formula, charge and spin): 2.512 eV
gap between HOMO and LUMO (alpha / beta): 5.2 / 5.2 eV
calculated total energy: -2138.93282 hartree
HOMO level (alpha / beta): -9.9346 / -9.9333 eV
max |F|: 0.128 Eh/bohr

***

Record 4
The following is a DFT calculation (ωB97M-V/def2-TZVPD) of 7 unconnected molecules or ions with the total composition CH16O6.

ORCA input file:
```
! wB97M-V def2-TZVPD RIJCOSX def2/J DEFGRID3
* xyz 0 1
C 0.03568 1.01295 6.61477
H -0.40108 1.75803 7.28060
H -0.71474 0.25005 6.30992
H 0.71898 0.26479 7.03581
H 0.41564 1.55787 5.76470
H -1.36086 0.65646 1.48663
H -0.81013 1.46532 0.29118
O -1.60103 1.00909 0.62306
H 0.83014 -2.07875 -1.23563
H 1.75463 -3.28247 -1.66497
O 1.19608 -2.56810 -1.97812
H -0.45242 -3.13777 -5.20534
H 0.07894 -2.61274 -3.95261
O -0.71184 -2.52192 -4.50621
H 1.47650 1.35233 -0.81211
H 1.06315 2.77577 -0.57895
O 0.98413 1.90580 -0.16764
H -2.12475 1.00474 -1.95884
H -2.35330 -0.33764 -2.55731
O -2.47504 0.59575 -2.76893
H 1.24828 0.96232 -3.05880
H 1.41821 -0.46268 -2.50903
O 1.78484 0.43080 -2.45218
*
```

Output
relative energy (zero: lowest compared OMol25 entry of this formula, charge and spin): 1.000 eV
gap between HOMO and LUMO: 11.2 eV
calculated total energy: -499.11516 hartree
HOMO level: -11.0596 eV
max |F|: 0.033 Eh/bohr

***

Record 5
The following is a DFT calculation (ωB97M-V/def2-TZVPD) of 7 unconnected molecules or ions with the total composition CH16O6S.

ORCA input file:
```
! wB97M-V def2-TZVPD RIJCOSX def2/J DEFGRID3
* xyz 0 1
C 2.17077 0.18464 1.26658
S 0.68442 -0.16370 2.21969
H 2.48393 -0.68640 0.69674
H 2.06175 1.03459 0.59399
H 2.95948 0.50805 1.95384
H 0.48675 -1.37595 1.68067
H 1.17374 0.46602 -2.06630
H 2.20125 1.46503 -1.42777
O 2.06491 0.82463 -2.12635
H -1.61929 2.18108 0.36758
H -2.24947 0.95528 0.96741
O -2.22265 1.44584 0.13730
H 0.86191 -3.61650 0.96878
H 0.36697 -2.69501 -0.16113
O 1.17349 -3.01684 0.28607
H -3.39439 -0.67929 -1.56590
H -2.36331 0.40643 -1.30537
O -2.55119 -0.35092 -1.89664
H -1.64051 -1.74589 -1.44334
H -1.10790 -3.23584 -1.73170
O -1.22757 -2.55475 -1.06198
H -0.48525 4.23938 1.18399
H 0.46195 3.08475 1.50779
O -0.28979 3.32536 0.95606
*
```

Output
relative energy (zero: lowest compared OMol25 entry of this formula, charge and spin): 0.148 eV
gap between HOMO and LUMO: 9.2 eV
calculated total energy: -897.31768 hartree
HOMO level: -9.0217 eV
max |F|: 0.019 Eh/bohr

***

Record 6
The following is a DFT calculation (ωB97M-V/def2-TZVPD) of 7 unconnected molecules or ions with the total composition CH16O7.

ORCA input file:
```
! wB97M-V def2-TZVPD RIJCOSX def2/J DEFGRID3
* xyz 0 1
C -0.73676 -2.09562 1.51499
O -0.63784 -2.45671 0.14619
H -0.31429 -1.10920 1.73209
H -1.80880 -2.16375 1.73313
H -0.19821 -2.80126 2.19221
H 0.27730 -2.34392 -0.13005
H -1.77158 -0.13455 -1.47032
H -1.31782 -1.05710 -0.50689
O -2.05041 -0.37082 -0.56897
H -1.10954 2.96264 0.77638
H -0.87271 1.47295 0.60037
O -0.46740 2.27510 0.96656
H -0.00228 0.23949 -2.70541
H -0.31582 -1.09433 -3.25768
O 0.14367 -0.70131 -2.50991
H 1.58582 2.06112 -0.13696
H 1.49854 0.75305 0.73905
O 1.96342 1.20674 0.01456
H 2.91392 -1.13300 2.20986
H 3.18971 0.32443 1.68367
O 2.97851 -0.21150 2.45536
H -0.20277 2.38725 -1.89178
H -1.76124 2.12019 -1.52953
O -0.98345 1.87013 -2.05692
*
```

Output
relative energy (zero: lowest compared OMol25 entry of this formula, charge and spin): 1.064 eV
gap between HOMO and LUMO: 10.8 eV
calculated total energy: -574.33876 hartree
HOMO level: -10.6965 eV
max |F|: 0.033 Eh/bohr

***

Record 7
The following is a DFT calculation (ωB97M-V/def2-TZVPD) of a molecular structure, CH18Na5O12.

ORCA input file:
```
! wB97M-V def2-TZVPD RIJCOSX def2/J DEFGRID3
* xyz 3 1
Na 1.44036 -0.52279 4.20838
Na 2.88796 2.26899 -0.70891
Na 0.83393 -3.08108 2.34157
Na -1.87366 -0.41356 3.08687
Na 3.32640 -0.18231 1.70158
C 0.23729 -0.13306 0.62285
O 0.41470 -0.80603 1.75178
O -0.92932 0.20112 0.33147
O 1.26405 0.04195 -0.13747
O -3.01885 -1.38020 1.26146
H -2.20948 -1.03444 0.84489
H -3.61238 -1.64833 0.54669
O 2.26796 -2.82563 0.23483
H 3.19274 -2.59285 0.07624
H 1.79098 -1.97176 0.24330
O 2.21640 -2.21194 -2.95814
H 1.39883 -1.88161 -2.54210
H 2.92237 -1.71765 -2.54189
O -0.44092 -1.38056 -2.38514
H -1.09973 -2.03039 -2.10432
H -0.22457 -0.87602 -1.59104
O 0.55350 2.55620 -1.40241
H 0.05336 3.02011 -0.71298
H 0.42566 1.61878 -1.20529
O -3.00062 1.24825 -1.43027
H -2.32264 0.61648 -1.16879
H -3.81459 0.94144 -1.01181
O -0.31614 2.90410 2.43663
H -0.04616 2.16704 1.87144
H -0.49333 2.51315 3.30042
O 2.63510 0.64979 -2.55950
H 3.39930 0.19204 -2.18493
H 1.88867 0.39124 -2.00033
O -3.27716 1.77665 1.66069
H -2.54765 1.47937 1.10288
H -3.92234 2.10350 1.02133
*
```

Output
relative energy (zero: lowest compared OMol25 entry of this formula, charge and spin): 0.826 eV
gap between HOMO and LUMO: 4.7 eV
calculated total energy: -1762.43655 hartree
HOMO level: -17.8286 eV
max |F|: 0.064 Eh/bohr

***

Record 8
The following is a DFT calculation (ωB97M-V/def2-TZVPD) of 8 unconnected molecules or ions with the total composition CH18O7.

ORCA input file:
```
! wB97M-V def2-TZVPD RIJCOSX def2/J DEFGRID3
* xyz 0 1
C -2.48601 1.01733 0.33320
H -2.48706 0.04231 -0.16016
H -1.62405 1.16351 0.96615
H -3.43482 0.93122 0.86849
H -2.55747 1.86125 -0.34516
H 2.29560 -1.45133 -0.24373
H 1.16458 -0.92838 -1.17490
O 1.86201 -0.64160 -0.55302
H 1.94107 0.62451 -2.16789
H 1.67731 1.86706 -3.00670
O 1.34470 0.97462 -2.84661
H 2.71617 2.33017 0.04753
H 1.58747 1.35756 0.03232
O 1.74395 2.30906 0.08561
H -1.02132 1.13303 2.79762
H 0.24936 1.74708 3.29134
O -0.63770 1.49605 3.60340
H -2.16448 -3.28157 -1.15911
H -0.80225 -2.60749 -1.36651
O -1.22400 -3.43119 -1.05848
H -0.91469 -0.11914 -1.76813
H -0.00887 -0.58052 -2.90317
O -0.44221 -0.89334 -2.09018
H 1.23711 -2.34413 3.26241
H 0.59256 -1.15331 2.55003
O 1.39304 -1.42277 3.00562
*
```

Output
relative energy (zero: lowest compared OMol25 entry of this formula, charge and spin): 1.185 eV
gap between HOMO and LUMO: 11.4 eV
calculated total energy: -575.56003 hartree
HOMO level: -11.1876 eV
max |F|: 0.021 Eh/bohr

***

Record 9
The following is a DFT calculation (ωB97M-V/def2-TZVPD) of 8 unconnected molecules or ions with the total composition CH18O7.

ORCA input file:
```
! wB97M-V def2-TZVPD RIJCOSX def2/J DEFGRID3
* xyz 1 2
C 1.60083 1.88879 -2.30046
H 1.83147 2.38122 -1.35467
H 2.12918 0.93244 -2.33833
H 1.91989 2.37258 -3.21805
H 0.52047 1.77010 -2.23782
H -0.69726 -1.50819 1.76920
H -1.64643 -0.51915 1.00995
O -1.34893 -1.44552 1.06236
H -2.85315 -1.62787 -0.87299
H -3.34927 -1.41532 -2.35062
O -3.17622 -0.97668 -1.51377
H 0.75438 -3.52512 -0.44844
H -0.22628 -2.36529 -0.06812
O 0.40982 -2.66725 -0.74941
H 3.32039 -0.04386 -0.07884
H 2.96654 -1.58074 0.14793
O 3.63080 -0.89086 0.26221
H -1.89640 3.57964 1.70573
H -1.49231 2.21278 1.06540
O -1.57437 2.68306 1.93634
H -1.31761 0.87368 -0.83423
H -2.76642 0.58811 -0.43524
O -1.95687 1.04160 -0.13048
H 1.05876 -0.69774 3.70994
H 2.31277 -0.11356 3.05490
O 1.84623 -0.94684 3.20749
*
```

Output
relative energy (zero: lowest compared OMol25 entry of this formula, charge and spin): 0.000 eV
gap between HOMO and LUMO (alpha / beta): 12.0 / 2.3 eV
calculated total energy: -575.14355 hartree
HOMO level (alpha / beta): -15.2061 / -13.8481 eV
max |F|: 0.016 Eh/bohr

***

Record 10
The following is a DFT calculation (ωB97M-V/def2-TZVPD) of 11 unconnected molecules or ions with the total composition CH21O13.

ORCA input file:
```
! wB97M-V def2-TZVPD RIJCOSX def2/J DEFGRID3
* xyz -1 1
C 0.62513 0.13734 0.25813
O 0.48618 -0.35644 -0.85503
O 1.58305 1.10792 0.46842
O -0.10706 -0.26866 1.15674
H 1.60759 1.41838 1.35981
O -0.02132 4.20330 1.43083
H -0.52073 4.85886 1.94243
H 0.43659 3.76274 2.14224
O 2.92340 -1.20689 -1.91721
H 2.10035 -0.92730 -1.44814
H 3.66644 -1.27221 -1.29593
O 0.05065 1.96365 3.03297
H -0.75122 2.04965 3.51918
H -0.11185 1.14754 2.59737
O 0.22345 0.03192 -3.60208
H 0.35728 -0.05976 -2.69078
H 0.96578 0.41736 -3.94077
O 0.85514 3.17226 -1.17977
H 0.89732 2.46997 -0.53420
H -0.08698 3.19837 -1.31857
O -2.70855 0.52741 1.35973
H -1.78009 0.31937 1.28318
H -3.14592 -0.17797 0.87685
O 0.84245 -3.12207 0.19625
H 0.77934 -2.19444 0.43704
H 0.54713 -3.55706 1.02783
O -2.07270 -0.43831 -1.69091
H -2.17894 -1.04845 -2.40912
H -1.15034 -0.12917 -1.65310
O -1.15951 -2.42698 2.51929
H -0.91876 -1.62067 2.07340
H -2.03020 -2.26531 2.89535
O -0.25347 -3.30838 -2.35829
H -0.61384 -2.95589 -1.54930
H 0.66421 -3.45006 -2.13383
*
```

Output
relative energy (zero: lowest compared OMol25 entry of this formula, charge and spin): 1.112 eV
gap between HOMO and LUMO: 9.8 eV
calculated total energy: -1028.94436 hartree
HOMO level: -7.1393 eV
max |F|: 0.076 Eh/bohr

***

Record 11
The following is a DFT calculation (ωB97M-V/def2-TZVPD) of 10 unconnected molecules or ions with the total composition CH23O12.

ORCA input file:
```
! wB97M-V def2-TZVPD RIJCOSX def2/J DEFGRID3
* xyz 2 2
O 1.85407 -2.62945 -0.48675
H 2.75964 -2.40650 -0.25906
H 1.76473 -2.68663 -1.44087
H 1.20111 -2.02969 -0.11861
O -2.13396 -2.45176 -0.77957
H -1.40630 -2.00131 -0.34461
H -2.93508 -1.92500 -0.82769
H -1.87703 -2.85167 -1.61363
O -1.51305 1.19134 -2.29818
H -0.77357 0.79854 -2.76772
H -2.31889 0.73094 -2.54366
H -1.34115 0.99072 -1.37524
O -3.57822 0.41084 0.97235
H -2.62718 0.50220 0.87859
H -3.85675 -0.05352 0.17964
H -3.75784 -0.16719 1.71747
O 2.13509 0.38447 -2.53636
H 1.92396 0.41465 -1.60036
H 1.42487 0.02424 -3.07247
H 2.34836 1.30319 -2.71547
C -0.07099 0.06024 0.26904
O 0.99160 0.59097 -0.06180
O -1.16730 0.64496 0.29767
O -0.16275 -1.19858 0.34043
O -0.11695 -1.49446 3.18891
H -0.24135 -1.26626 2.26767
H 0.64165 -2.07819 3.19123
O -1.01794 2.75235 2.35962
H -0.95604 2.21254 1.57157
H -1.72854 2.35803 2.86540
O 2.25366 3.11952 0.34888
H 1.58553 2.44192 0.24550
H 2.57991 3.00076 1.24090
O 3.52712 0.59188 1.29193
H 3.90494 -0.08288 0.72784
H 2.68464 0.79878 0.88740
*
```

Output
gap between HOMO and LUMO (alpha / beta): 4.4 / 7.3 eV
calculated total energy: -953.87277 hartree
HOMO level (alpha / beta): -12.5686 / -15.7476 eV
max |F|: 0.085 Eh/bohr

***

Record 12
The following is a DFT calculation (ωB97M-V/def2-TZVPD) of 13 unconnected molecules or ions with the total composition CH24O15.

ORCA input file:
```
! wB97M-V def2-TZVPD RIJCOSX def2/J DEFGRID3
* xyz -2 1
C -0.17863 -0.05232 -0.15722
O -0.73562 0.35168 -1.39022
O -0.63363 -1.09433 0.35678
O 0.64237 0.67167 0.49278
O -1.44163 2.49067 -2.41922
H -1.23062 1.63068 -2.01222
H -2.35663 2.67167 -2.28622
O 0.84937 -2.65333 2.01378
H 0.26437 -2.08233 1.44778
H 1.66538 -2.15033 1.95178
O -3.07862 0.47567 0.89578
H -2.84762 0.29167 1.82378
H -2.32063 0.12967 0.42078
O 0.97937 -2.55733 -1.35822
H 1.75938 -2.65333 -0.84022
H 0.35337 -2.00533 -0.87122
O 2.77638 -1.10433 0.51678
H 3.43738 -0.74933 1.10278
H 2.15038 -0.35733 0.53478
O -2.43363 -2.86233 0.98378
H -2.13262 -3.50332 1.59678
H -1.80863 -2.16033 0.92278
O -0.34563 3.09067 0.33478
H -1.04663 3.16367 -0.30222
H -0.02563 2.19667 0.22478
O 2.29838 1.52967 -1.52622
H 3.00538 1.76367 -0.90922
H 1.58938 1.22668 -0.97222
O 2.82038 1.56867 1.69478
H 2.76338 2.49367 1.37778
H 1.94437 1.20767 1.49878
O -0.18763 0.85967 3.11478
H -0.43062 1.77267 3.21778
H -0.14163 0.65467 2.21078
O 1.14138 -0.64933 -3.32022
H 1.15338 -1.22133 -2.57622
H 0.31037 -0.29633 -3.04822
O -2.98962 -0.67633 -1.94122
H -2.09963 -0.49633 -1.66422
H -3.43862 -0.91633 -1.14022
*
```

Output
relative energy (zero: lowest compared OMol25 entry of this formula, charge and spin): 1.277 eV
gap between HOMO and LUMO: 8.6 eV
calculated total energy: -1181.22129 hartree
HOMO level: -3.3747 eV
max |F|: 0.110 Eh/bohr